91
Properties=species:S:1:pos:R:3:mulliken_charge:R:1 method="wB97M-V/def2-TZVPD" spin_multiplicity=1 charge=+1 total_energy_ha=-4200.62451 e_above_lowest_kcal_mol=14.24 homo_energy_ev=-10.294 gap_ev=8.39
C -49.20 -47.92 -27.42 -0.948
N -48.00 -47.10 -27.56 1.190
C -48.42 -45.68 -27.28 -1.206
C -47.12 -47.45 -26.36 -0.607
C -47.56 -47.17 -28.96 -1.986
C -46.84 -48.45 -29.38 -1.471
O -46.24 -48.29 -30.70 -0.555
H -49.52 -48.16 -26.36 -0.009
H -48.83 -48.98 -27.53 0.215
H -49.86 -47.76 -28.10 0.788
H -49.07 -45.71 -26.40 0.370
H -49.11 -45.17 -27.80 0.287
H -47.57 -45.07 -27.18 0.465
H -47.45 -47.36 -25.28 0.176
H -46.17 -46.95 -26.32 0.566
H -46.71 -48.39 -26.43 -0.218
H -46.81 -46.52 -29.00 0.695
H -48.19 -46.92 -29.63 1.031
H -47.55 -49.11 -29.52 1.053
H -46.12 -48.87 -28.78 0.732
H -45.62 -49.08 -30.87 0.499
C -45.71 -53.00 -31.11 -0.616
S -44.11 -52.09 -31.05 0.260
O -44.55 -50.52 -31.00 -0.682
C -43.71 -52.59 -29.47 -0.657
H -46.43 -52.92 -30.17 0.130
H -45.74 -54.10 -31.37 0.380
H -46.12 -52.27 -31.66 0.218
H -44.57 -52.14 -28.71 -0.164
H -42.86 -52.38 -29.01 0.600
H -43.70 -53.74 -29.49 0.333
C -44.23 -47.59 -23.05 -0.818
S -44.11 -45.88 -23.61 0.375
O -44.65 -45.97 -25.02 -0.504
C -45.56 -45.13 -22.80 -0.807
H -43.92 -47.62 -22.04 0.503
H -43.35 -48.08 -23.43 0.273
H -45.29 -47.76 -23.19 0.152
H -45.41 -44.12 -23.06 0.360
H -45.48 -45.31 -21.64 0.340
H -46.49 -45.52 -23.16 0.160
C -50.53 -45.98 -22.20 -1.070
S -51.39 -47.12 -23.32 0.444
O -50.29 -48.02 -23.93 -0.548
C -52.13 -48.19 -22.14 -1.065
H -51.21 -45.93 -21.50 0.458
H -50.41 -44.93 -22.51 0.361
H -49.57 -46.26 -21.72 0.313
H -51.41 -48.88 -21.63 0.297
H -52.99 -48.75 -22.58 0.334
H -52.68 -47.70 -21.41 0.473
C -46.94 -49.89 -34.79 -0.924
S -47.68 -48.37 -35.50 0.408
O -49.14 -48.67 -36.02 -0.622
C -48.04 -47.66 -33.85 -1.142
H -47.68 -50.38 -34.22 0.300
H -45.96 -49.83 -34.33 0.342
H -46.44 -50.51 -35.65 0.366
H -47.20 -47.33 -33.36 0.475
H -48.52 -48.27 -33.10 0.402
H -48.73 -46.95 -34.12 0.383
C -47.19 -51.01 -25.22 -0.815
S -47.21 -52.13 -26.60 0.256
O -47.26 -51.29 -27.91 -0.478
C -45.72 -52.88 -26.37 -0.788
H -46.32 -50.43 -25.20 0.053
H -47.31 -51.31 -24.29 0.707
H -48.17 -50.50 -25.26 0.227
H -44.99 -52.07 -26.31 0.086
H -45.55 -53.61 -27.08 0.427
H -45.38 -53.36 -25.45 0.430
C -43.54 -48.85 -26.72 -0.325
S -42.83 -47.35 -27.16 0.614
O -41.30 -47.52 -27.49 -0.715
C -43.54 -47.22 -28.83 -0.950
H -44.54 -48.98 -26.56 -0.161
H -42.87 -49.38 -25.81 0.277
H -43.36 -49.61 -27.48 0.305
H -44.70 -47.17 -28.93 0.164
H -43.27 -47.95 -29.36 0.430
H -43.21 -46.16 -29.14 0.375
C -49.81 -44.16 -31.55 -1.054
S -51.14 -45.24 -31.33 0.406
O -50.55 -46.25 -30.40 -0.529
C -52.10 -44.16 -30.34 -0.945
H -50.10 -43.40 -32.17 0.536
H -48.85 -44.55 -32.03 0.267
H -49.45 -43.63 -30.66 0.342
H -52.27 -43.23 -30.85 0.415
H -51.78 -44.16 -29.17 0.200
H -53.18 -44.33 -30.18 0.356



90
Properties=species:S:1:pos:R:3:mulliken_charge:R:1 method="wB97M-V/def2-TZVPD" spin_multiplicity=1 total_energy_ha=-1708.52231 homo_energy_ev=-8.352 gap_ev=8.76
N 37.36 -35.98 46.88 0.595
H 37.53 -34.98 46.92 0.215
H 37.62 -36.53 46.01 -0.330
H 36.48 -36.01 47.48 -0.081
H 37.97 -36.48 47.36 0.445
C 34.23 -34.56 48.29 0.705
O 34.19 -34.18 49.47 -0.782
O 33.13 -35.12 47.81 -0.518
O 35.17 -34.23 47.49 -0.721
H 32.66 -35.19 48.60 0.253
C 40.69 -36.32 45.42 -2.087
C 41.12 -34.97 46.05 0.336
C 42.00 -34.13 45.20 -0.571
O 43.22 -34.84 44.75 -0.346
C 44.12 -34.22 43.91 -0.865
N 40.02 -34.16 46.58 -0.197
H 40.00 -36.22 44.69 0.406
H 40.18 -36.97 46.05 0.604
H 41.50 -37.04 45.20 0.404
H 41.79 -35.45 46.96 0.227
H 42.46 -33.30 45.58 0.606
H 41.44 -33.63 44.16 0.105
H 43.66 -33.62 43.12 0.348
H 44.99 -34.90 43.94 0.326
H 44.80 -33.54 44.34 0.305
H 40.46 -33.77 47.35 0.233
H 39.50 -33.72 45.75 0.161
C 38.73 -39.28 43.65 -1.614
C 37.24 -39.01 43.77 0.486
C 36.41 -40.23 43.34 -1.089
O 36.70 -41.28 44.16 -0.334
C 36.12 -42.50 43.58 -0.869
N 36.90 -38.77 45.13 -0.050
H 38.89 -39.40 42.60 0.493
H 39.19 -40.02 44.24 0.383
H 39.27 -38.44 44.11 0.277
H 37.01 -38.12 43.17 -0.113
H 36.91 -40.69 42.28 0.426
H 35.52 -39.95 43.28 0.811
H 36.65 -42.60 42.73 0.435
H 35.05 -42.27 43.59 0.320
H 36.24 -43.34 44.32 0.217
H 37.47 -39.63 45.46 0.239
H 35.95 -39.05 45.20 0.124
C 37.13 -35.08 43.44 -0.106
C 37.51 -33.65 43.01 -0.316
C 36.29 -32.82 42.52 -0.815
O 35.64 -33.59 41.39 -0.386
C 36.43 -33.39 40.24 -0.848
N 37.94 -32.94 44.17 -0.441
H 36.39 -34.97 44.22 -0.019
H 38.03 -35.53 43.73 -0.153
H 36.68 -35.61 42.45 0.319
H 38.28 -33.87 42.34 0.473
H 36.46 -31.73 42.17 0.406
H 35.54 -32.69 43.28 0.416
H 35.85 -33.73 39.42 0.360
H 37.50 -33.65 40.19 0.262
H 36.35 -32.38 39.79 0.336
H 37.96 -31.91 43.89 0.279
H 37.15 -33.05 44.87 0.201
C 36.16 -37.40 50.69 -1.788
C 36.70 -38.82 50.01 -0.288
C 35.93 -40.07 50.56 -0.600
O 36.16 -39.96 51.98 -0.282
C 35.10 -40.64 52.75 -1.010
N 36.60 -38.74 48.62 -0.311
H 36.66 -36.68 50.28 0.634
H 36.05 -37.59 51.85 0.274
H 35.33 -36.98 50.17 0.487
H 37.65 -38.83 50.26 0.592
H 36.26 -41.05 50.06 0.347
H 34.96 -40.07 50.12 0.438
H 35.64 -40.83 53.70 0.328
H 35.02 -41.76 52.55 0.328
H 34.09 -40.48 52.89 0.426
H 35.57 -38.85 48.49 0.230
H 37.15 -39.61 48.22 0.215
C 34.03 -37.02 44.81 -0.758
O 34.50 -36.92 46.15 -0.327
H 33.06 -36.58 44.84 0.479
H 33.52 -38.07 44.67 0.207
H 34.75 -36.73 43.96 0.130
H 34.04 -36.02 46.50 0.379
C 37.77 -32.66 49.45 -0.456
O 37.08 -33.77 49.93 -0.413
H 39.00 -33.04 49.34 0.013
H 37.54 -31.80 49.95 0.380
H 37.37 -32.55 48.47 0.152
H 36.16 -33.68 49.70 0.308



87
Properties=species:S:1:pos:R:3:mulliken_charge:R:1 method="wB97M-V/def2-TZVPD" spin_multiplicity=1 total_energy_ha=-1510.94582 e_above_lowest_kcal_mol=82.03 smiles=CCO.CCO.CCO.CCO.CCO.CCO.CCO.CCO.CCO.CO homo_energy_ev=-9.499 gap_ev=9.66
C 23.88 -13.14 -4.78 0.993
O 24.32 -13.76 -3.56 -0.194
H 24.66 -13.17 -5.53 -0.944
H 23.04 -13.77 -5.07 0.000
H 23.54 -12.11 -4.64 0.154
H 24.10 -13.27 -2.76 -0.129
C 20.19 -15.60 -5.76 -0.854
C 21.44 -16.38 -5.28 0.151
O 20.96 -17.59 -4.68 -0.606
H 19.62 -15.18 -4.94 0.221
H 19.63 -16.27 -6.41 0.457
H 20.57 -14.79 -6.40 0.225
H 22.11 -15.81 -4.63 0.034
H 22.04 -16.74 -6.12 0.194
H 20.75 -17.46 -3.75 0.320
C 25.00 -17.76 -5.92 -1.422
C 25.23 -16.47 -6.66 0.989
O 25.89 -16.65 -7.92 -0.643
H 24.41 -18.43 -6.56 0.405
H 24.27 -17.59 -5.13 0.302
H 25.94 -18.24 -5.66 0.373
H 25.77 -15.71 -6.09 -0.275
H 24.22 -16.10 -6.91 -0.140
H 26.35 -15.81 -8.09 0.467
C 27.36 -14.91 -3.52 -0.248
C 28.15 -15.44 -2.34 -0.485
O 27.37 -16.15 -1.42 -0.535
H 27.98 -14.40 -4.27 0.355
H 26.55 -14.22 -3.29 0.034
H 26.79 -15.69 -4.04 -0.040
H 28.71 -14.69 -1.79 0.322
H 28.94 -16.12 -2.72 0.287
H 26.87 -16.87 -1.82 0.304
C 20.47 -12.93 -3.83 -0.028
C 19.06 -12.96 -4.40 -0.912
O 18.40 -14.09 -3.81 -0.599
H 20.94 -13.91 -3.78 0.127
H 20.54 -12.40 -2.88 0.286
H 21.10 -12.28 -4.46 -0.149
H 19.08 -13.15 -5.48 0.356
H 18.50 -12.04 -4.20 0.426
H 17.62 -14.28 -4.35 0.289
C 25.52 -10.66 -1.28 -0.448
C 24.94 -9.49 -0.46 -0.608
O 23.52 -9.60 -0.37 -0.494
H 26.57 -10.41 -1.41 0.359
H 25.01 -10.67 -2.25 -0.063
H 25.34 -11.64 -0.86 0.229
H 25.17 -8.55 -0.97 0.439
H 25.43 -9.50 0.52 0.313
H 23.20 -8.72 -0.15 0.265
C 22.56 -12.82 0.84 -1.125
C 22.41 -13.44 -0.57 0.909
O 21.38 -14.41 -0.50 -0.515
H 23.35 -12.07 0.94 0.162
H 22.82 -13.58 1.58 0.422
H 21.64 -12.26 0.98 0.302
H 23.38 -13.82 -0.92 -0.004
H 22.16 -12.65 -1.28 -0.396
H 21.78 -15.12 0.01 0.337
C 21.30 -9.12 -4.67 -1.109
C 21.39 -9.21 -3.16 -0.233
O 22.30 -10.25 -2.81 -0.267
H 21.06 -10.10 -5.07 0.184
H 22.22 -8.71 -5.10 0.292
H 20.41 -8.55 -4.96 0.381
H 20.38 -9.34 -2.75 0.278
H 21.83 -8.31 -2.71 0.363
H 22.67 -10.07 -1.93 0.208
C 26.68 -10.71 -5.30 -0.031
C 28.15 -10.35 -5.06 -0.559
O 28.37 -9.00 -5.45 -0.538
H 26.05 -10.11 -4.64 0.329
H 26.46 -11.76 -5.05 -0.380
H 26.49 -10.58 -6.36 0.230
H 28.78 -10.97 -5.70 0.329
H 28.35 -10.51 -4.00 0.274
H 28.03 -8.40 -4.78 0.305
C 24.83 -12.97 -8.36 -1.046
C 26.27 -13.02 -7.90 0.385
O 26.89 -14.09 -8.61 -0.618
H 24.28 -12.30 -7.70 0.295
H 24.32 -13.93 -8.29 0.187
H 24.74 -12.58 -9.37 0.393
H 26.36 -13.21 -6.82 -0.231
H 26.74 -12.05 -8.11 0.315
H 27.84 -14.09 -8.47 0.310



| no. | molar mass (g mol⁻¹) |
| --- | --- |
| 1 | 651.1 |
| 2 | 499.7 |
| 3 | 446.7 |